Below is a cluster of 9 separate species, C25H52N10O17PS in total at a distorted geometry, with properties calculated with ωB97M-V/def2-TZVPD.

Last column: Löwdin charge in e.
Element x y z (Å)
C: -1.3654 -2.2960 -2.9079  -0.18
C: -0.5396 -2.3877 -1.4960  -0.52
S: -1.4666 -1.7861 0.0149  0.78
C: -2.1795 -0.0710 -0.2131  -0.41
C: -1.0895 1.1520 -0.1837  -0.32
C: -0.4179 1.3056 -1.6864  -0.13
N: 0.9600 1.9613 -1.6555  -0.15
C: 1.3892 1.9476 -3.1379  -0.11
C: 1.9418 3.4394 -3.6383  -0.21
O: 3.0062 3.5571 -4.4417  -0.05
C: 1.0380 4.7298 -3.0862  -0.07
C: -0.6121 4.5327 -3.2550  -0.02
C: -1.6844 5.6598 -2.7316  -0.05
C: -1.0720 7.0317 -2.0500  -0.05
C: 0.5747 7.2407 -1.9260  -0.05
C: 1.6756 6.0938 -2.4258  0.00
C: 1.8849 1.0803 -0.8455  -0.16
C: 1.2556 0.5097 0.5565  -0.14
N: -0.0846 1.0947 0.9451  -0.27
P: 0.0339 2.7937 1.5828  0.95
C: -1.5544 3.2569 2.5707  -0.29
C: 1.4806 2.9788 2.8139  -0.31
H: -0.8251 -3.0458 -3.6637  0.09
H: -2.5017 -2.5675 -2.8439  0.09
H: -1.2925 -1.2325 -3.4432  0.06
H: 0.4297 -1.7377 -1.5985  0.03
H: -0.1833 -3.5188 -1.3591  0.12
H: -2.7978 0.0343 -1.2051  0.11
H: -2.9391 0.1040 0.6883  0.10
H: -1.7198 2.1524 -0.0178  0.14
H: -0.2870 0.2871 -2.2477  0.11
H: -1.2092 1.9321 -2.3225  0.14
H: 2.2571 1.1938 -3.3563  0.12
H: 0.4520 1.7230 -3.8178  0.13
H: -1.0325 3.5627 -3.7594  0.07
H: -2.8264 5.4132 -2.8628  0.09
H: -1.8484 7.8256 -1.6660  0.09
H: 0.9481 8.2530 -1.4557  0.09
H: 2.8443 6.2316 -2.3217  0.11
H: 2.3026 0.1418 -1.4452  0.12
H: 2.8288 1.7463 -0.5735  0.14
H: 2.0853 0.6500 1.4035  0.14
H: 1.1684 -0.6738 0.4259  0.13
H: -0.5142 0.5355 1.7322  0.10
H: -2.3667 2.4107 2.5905  0.04
H: -1.2326 3.5403 3.6846  0.07
H: -2.1014 4.2191 2.1290  0.08
H: 1.6058 4.1156 3.1558  0.09
H: 1.4458 2.2488 3.7388  0.05
H: 2.4943 2.7278 2.2377  0.06
C: -4.0778 -2.3318 -6.6952  0.05
N: -2.7197 -2.4041 -6.0918  -0.41
O: -2.1877 -3.5183 -6.0268  0.06
O: -2.2262 -1.3400 -5.7003  0.02
H: -4.3859 -3.3363 -6.9933  0.10
H: -4.7539 -1.9299 -5.9379  0.10
H: -4.0178 -1.6732 -7.5640  0.11
C: 0.2121 -0.6581 4.8449  0.04
N: -1.2034 -0.8372 4.4231  -0.39
O: -1.8915 -1.6324 5.0734  0.09
O: -1.5836 -0.1744 3.4508  -0.01
H: 0.4076 -1.2989 5.7074  0.09
H: 0.8456 -0.9419 4.0021  0.09
H: 0.3473 0.3932 5.1072  0.10
C: 2.2812 -1.1523 -5.6283  0.06
N: 2.0655 -2.0479 -4.4600  -0.40
O: 2.0544 -1.5244 -3.3399  0.01
O: 1.9136 -3.2513 -4.7005  0.08
H: 2.3990 -0.1271 -5.2706  0.08
H: 3.1856 -1.4888 -6.1391  0.11
H: 1.4051 -1.2368 -6.2745  0.11
C: 1.1552 3.8698 -6.9539  0.04
N: -0.2603 3.6907 -7.3757  -0.42
O: -0.9484 2.8955 -6.7254  0.03
O: -0.6405 4.3535 -8.3480  0.06
H: 1.3507 3.2290 -6.0914  0.06
H: 1.7887 3.5860 -7.7967  0.11
H: 1.2904 4.9211 -6.6917  0.11
C: -5.0649 1.2724 4.5836  0.04
N: -5.0656 2.7195 4.9292  -0.42
O: -4.0160 3.1949 5.3775  0.04
O: -6.1201 3.3373 4.7406  0.06
H: -4.0777 0.8581 4.7993  0.08
H: -5.8287 0.7872 5.1947  0.11
H: -5.2945 1.1875 3.5195  0.10
C: 0.1942 -5.0255 4.4823  0.05
N: 1.1596 -3.9284 4.2025  -0.40
O: 1.5374 -3.7915 3.0332  0.05
O: 1.5107 -3.2358 5.1648  0.02
H: -0.0251 -5.5495 3.5495  0.10
H: 0.6614 -5.6998 5.2028  0.09
H: -0.7107 -4.5717 4.8915  0.11
C: 1.2418 -9.3065 6.5139  0.04
N: 0.2343 -8.4119 5.8828  -0.43
O: 0.1770 -8.4063 4.6477  0.05
O: -0.4707 -7.7405 6.6454  0.05
H: 1.7875 -9.8337 5.7284  0.10
H: 1.9178 -8.6802 7.0994  0.10
H: 0.7035 -10.0124 7.1496  0.11
C: 5.0568 -2.8207 5.0242  0.04
N: 5.0561 -1.3735 5.3697  -0.42
O: 6.1057 -0.8981 5.8181  0.07
O: 4.0016 -0.7557 5.1811  0.02
H: 6.0440 -3.2349 5.2399  0.10
H: 4.2930 -3.3058 5.6353  0.09
H: 4.8272 -2.9055 3.9601  0.10

net charge	+1
spin multiplicity	1
HOMO level	-10.8	eV
DFT total energy	-96558.473	eV



Below is a cluster of 2 separate species, C32H42N3O2 in total at a distorted geometry, with properties calculated with ωB97M-V/def2-TZVPD.

Last column: Löwdin charge in e.
Element x y z (Å)
C: -3.7459 -0.3547 1.9214  -0.20
C: -3.1700 -1.7161 2.2981  -0.19
C: -1.6324 -1.7747 2.3070  -0.13
C: -0.9049 -0.4634 2.5309  -0.22
N: 0.4769 -0.5160 2.4841  -0.08
C: 1.1179 -1.8008 2.2008  -0.14
C: 2.6257 -1.7315 2.4103  -0.18
O: 3.2013 -0.6108 1.7323  -0.13
C: 2.6968 0.6074 2.2781  -0.19
C: 1.1771 0.7176 2.1414  -0.14
C: -1.5997 0.6906 2.8115  -0.06
C: -3.0792 0.7830 2.7296  -0.22
H: -3.6077 -0.1822 0.8471  0.12
H: -4.8278 -0.3504 2.1044  0.11
H: -3.5298 -1.9909 3.2954  0.11
H: -3.5550 -2.4738 1.6067  0.11
H: -1.3341 -2.5043 3.0773  0.12
H: -1.3153 -2.2062 1.3421  0.12
H: 0.7136 -2.5705 2.8717  0.12
H: 0.9271 -2.1130 1.1548  0.13
H: 2.8450 -1.7004 3.4976  0.13
H: 3.1105 -2.5991 1.9433  0.13
H: 2.9861 0.7153 3.3453  0.11
H: 3.1762 1.4016 1.6852  0.13
H: 0.9588 1.0241 1.0959  0.14
H: 0.8309 1.5202 2.7990  0.06
H: -1.0918 1.5679 3.1945  0.04
H: -3.3769 1.7489 2.3000  0.09
H: -3.5125 0.7665 3.7422  0.11
C: -6.1647 6.5118 7.0263  0.00
N: -5.4109 6.1691 5.8460  -0.04
C: -5.9434 6.3226 4.6000  -0.37
O: -7.0764 6.7193 4.3438  0.11
C: -4.8819 5.8813 3.5895  -0.15
C: -4.4448 7.0338 2.6813  -0.08
C: -5.5625 7.5186 1.7837  -0.24
C: -5.9975 8.8480 1.8516  -0.04
C: -7.1330 9.2477 1.1440  -0.07
C: -7.8026 8.3316 0.3241  -0.07
C: -7.3030 7.0306 0.1707  -0.06
C: -6.1737 6.6300 0.8940  -0.05
N: -3.8223 5.3610 4.4598  0.06
C: -2.7409 4.7365 3.9558  0.04
C: -1.6727 4.2872 4.7270  -0.06
C: -0.5843 3.5740 4.2369  0.03
C: 0.5836 3.3132 5.0494  -0.20
C: 1.8585 3.1323 4.4543  -0.03
C: 2.9965 2.9091 5.2211  -0.06
C: 2.9228 2.9250 6.6200  -0.04
C: 1.6891 3.1789 7.2377  -0.05
C: 0.5324 3.3328 6.4754  -0.01
C: -4.0682 5.5918 5.8945  -0.45
C: -3.0851 6.6101 6.4987  0.02
C: -4.0973 4.2885 6.7029  0.02
H: -7.1338 6.9038 6.7127  0.10
H: -6.3167 5.6294 7.6527  0.10
H: -5.6388 7.2689 7.6133  0.10
H: -5.2964 5.0630 2.9708  0.17
H: -4.0888 7.8649 3.3093  0.13
H: -3.5929 6.6926 2.0745  0.12
H: -5.4647 9.5472 2.5026  0.12
H: -7.5041 10.2707 1.2472  0.11
H: -8.7087 8.6312 -0.2044  0.11
H: -7.7985 6.3204 -0.4940  0.11
H: -5.7800 5.6129 0.7988  0.11
H: -2.7038 4.6442 2.8689  0.16
H: -1.6384 4.5969 5.7699  0.07
H: -0.5288 3.4235 3.1563  0.13
H: 1.9442 3.2349 3.3682  0.12
H: 3.9574 2.7419 4.7286  0.12
H: 3.8227 2.7723 7.2200  0.12
H: 1.6356 3.2636 8.3251  0.12
H: -0.4252 3.4994 6.9734  0.11
H: -3.2231 7.5871 6.0185  0.10
H: -3.2742 6.7041 7.5749  0.10
H: -2.0450 6.3120 6.3595  0.08
H: -4.8869 3.6371 6.3063  0.11
H: -3.1472 3.7594 6.6364  0.07
H: -4.2996 4.5195 7.7551  0.10

energy relative to the best compared isomer or geometry (same formula, charge and spin)	7.3	kJ/mol
net charge	+1
spin multiplicity	1
HOMO level	-9.6	eV
DFT total energy	-42423.721	eV